Entry 1:
131
Properties=species:S:1:pos:R:3 method="wB97M-V/def2-TZVPD" gap_ev=10.850 e_lumo_ev=0.278 total_charge=0 e_above_lowest_kcal_mol=0.0
C 2.10012 -9.91308 -1.44158
O 2.32269 3.15794 -5.75676
C -2.14706 9.10106 -5.43516
O 0.53551 -8.46568 -0.24258
H -2.23649 0.01800 -3.44739
H -3.38059 8.16654 -7.85578
H -3.98512 0.26887 -3.47627
H -2.17911 5.94327 -2.88256
H 0.28709 8.40068 -3.46762
C -1.17053 -3.95047 3.19584
H 1.19177 0.92759 -2.91835
C -3.37138 -1.44624 -2.33741
H -0.67063 -4.51792 -0.89844
H 5.10881 -1.06304 10.91064
H 0.54485 -0.37629 -4.96709
H 1.02819 -1.45647 -3.66693
O -0.04879 -6.42409 -0.61244
H -4.16545 0.06427 0.94239
H 9.29340 0.06273 9.06156
O -1.47335 -2.74151 2.47878
H -6.68959 5.65434 -1.73885
H 0.81257 -10.40060 0.21399
C 2.40909 -3.56230 6.39365
C 5.43173 -3.94712 6.30258
H 2.91838 -9.53909 -0.82538
C 1.64994 2.32779 -4.95652
H 4.41578 -2.56633 10.25501
C -2.13846 4.99182 -2.35145
H -1.94578 4.22409 -3.10153
C -4.29880 9.36779 -6.31694
C -0.93823 5.04041 -1.38821
H 0.33020 4.19264 -2.93869
C -3.48733 4.69000 -1.71408
O 3.19003 -3.77981 5.34036
O -2.88418 -1.32039 1.68093
H -5.50895 3.99810 0.46288
H -1.05450 6.85677 -0.68694
O -3.66746 -3.00588 2.96200
H 2.15184 -1.11281 -4.99711
H -0.59450 -4.55703 6.91359
C 7.36741 -1.44195 9.71629
H 11.38646 -1.25928 9.50346
O -3.55866 -2.38878 -3.41415
H 9.75419 -0.91755 7.66715
C 9.42021 -0.95773 8.70193
H 0.28317 9.66897 -4.72034
C -0.48679 -5.39782 -1.50801
H -4.74751 -0.73560 2.42349
H 1.14019 4.48401 -1.37685
O -5.98130 2.03066 -2.24251
C -1.46946 -5.18650 2.37533
C -4.23111 -0.87784 1.47669
O -4.32110 1.98072 -0.44205
H -4.77569 5.78796 -2.95523
H 0.14799 -3.06166 7.53226
C -4.35497 8.30289 -7.38972
C -2.42631 -2.72863 -4.01531
C 5.32090 -2.08813 10.61690
H -4.66936 7.34966 -6.96325
H -5.27950 9.51582 -5.86949
C -5.93447 4.03189 -0.53820
H -6.96598 3.69843 -0.47690
H -1.92539 -4.71412 -6.48038
C -3.14772 -0.04489 -2.85257
H 4.84870 -3.18378 4.37366
O -1.32566 -2.34756 -3.70037
H 5.08847 -3.91689 7.33513
O -3.45674 8.98010 -5.21778
H -2.53626 -5.27346 2.17282
O -4.04036 3.48425 -2.33030
H -0.10631 -3.88744 3.41362
C 1.50369 4.09835 -6.45480
H -5.89801 6.14191 -0.26143
H 5.49111 -4.99082 5.99088
S -5.06871 2.72986 -1.40442
H -3.95587 10.32177 -6.71556
O 1.25754 -4.20556 6.19188
H -4.28311 -1.49934 -1.74605
H 2.07334 -9.33639 -2.36462
O 0.46012 2.35264 -4.76949
H -1.14654 -6.07686 2.91450
H -0.04873 -10.14447 -1.30599
C 0.09725 -7.62202 -1.17503
C -2.76385 -2.41602 2.42777
H 2.18902 4.76850 -6.96453
H 0.69045 -4.64422 8.14118
O 8.13842 -1.60475 8.64110
H 2.77303 0.14494 -2.93206
H -4.77189 -1.60538 0.87260
H 0.87471 3.58796 -7.18214
H -0.94007 -5.15060 1.42269
C 0.32450 -4.10228 7.27085
C 1.94732 0.47428 -3.55950
O -1.62900 9.52883 -6.43293
O -2.70252 -3.55857 -5.02022
H 6.42998 -3.51157 6.26707
H -3.06094 0.64063 -2.01326
H 2.30046 -10.95478 -1.69210
H 10.49199 -2.75638 9.19430
H -1.24213 4.70029 -0.39349
C -5.82351 5.46328 -1.10964
C 0.78805 -9.80532 -0.69637
O 2.52018 1.49086 -4.40405
H 5.72256 -2.63980 11.46515
H -2.54066 -1.78282 -1.71786
H -5.06832 8.59089 -8.16170
H 0.87965 4.65865 -5.76197
C 0.21402 4.17465 -1.85609
H -4.13922 6.74331 -1.64393
H -3.33940 4.47403 -0.65162
C -0.07968 8.68015 -4.45067
C 10.40460 -1.72998 9.55214
H -1.15472 -3.11591 -6.33207
H 0.25640 7.95090 -5.18579
C 1.38494 -0.68668 -4.34784
H 0.28737 -5.17498 -2.23996
O 6.24089 -2.12286 9.52168
H 10.08625 -1.75458 10.59292
H 4.39750 -2.13896 5.72247
O -0.12944 -7.89026 -2.32637
H 0.02003 3.13896 -1.57287
H -0.79725 -4.39118 -5.14260
H -1.71157 -3.95570 4.14186
C 4.49479 -3.17582 5.40235
C -1.56415 -3.96345 -5.78459
H -1.40403 -5.68955 -2.01497
C -4.53336 5.75933 -1.89076
O 2.67640 -2.89436 7.35894
O -0.44876 6.38677 -1.25603
O -1.50852 8.66088 -4.35275
O 7.63464 -0.78467 10.68828

Entry 2:
84
Properties=species:S:1:pos:R:3 method="wB97M-V/def2-TZVPD" gap_ev=6.914 e_lumo_ev=2.432 total_charge=-1
H 3.50834 0.38557 -4.28865
H -1.56122 -7.12549 -1.20290
H 3.87891 2.14318 -4.89662
H -5.34288 -3.75403 2.54204
H -1.16070 -1.95305 -3.59326
H 0.66745 0.56046 5.30833
H -0.53255 5.66046 8.72833
H 0.51227 -8.02047 -2.23131
H -0.17838 1.14174 -0.90507
H -0.62905 -0.65244 0.67331
C -0.84689 -5.09294 -1.15976
H -1.82905 4.44756 4.09331
C 1.48134 -6.09837 -2.32266
C -0.34571 -0.38681 1.68840
H 4.37092 1.89838 -1.79417
H -0.82289 -1.10003 -1.84894
H 2.38618 -6.48908 -2.78018
C 3.50050 2.06012 -2.59449
C -0.94777 4.05363 7.35397
H 6.24746 2.09644 -3.35029
C 7.00465 0.15996 -1.61651
H 0.12922 -3.17346 -1.23475
C 0.14766 1.29557 3.35061
C 0.38269 0.29468 4.29374
C -1.55851 -1.19286 -2.76310
C 1.37483 -4.73638 -2.03955
C 0.75091 2.12293 -2.77403
H -0.22303 -2.43227 2.35442
H -2.63013 1.14879 -1.51350
H 6.69675 -0.90221 -3.67926
C 5.71660 1.17293 -3.84145
H 0.59789 1.62843 -3.82329
H -0.76299 3.27372 8.08865
H -5.31416 -1.17937 -1.70128
H -2.62707 -1.55472 -2.37587
H 6.41011 -0.20461 -0.65493
C -5.58433 -3.83783 0.40243
C -1.93577 1.52583 -2.40667
C -1.54571 4.71319 5.10840
H 5.09079 -0.79506 -2.66617
C -0.11612 -1.38756 2.63287
H 2.19855 -4.06702 -2.27313
H 2.06716 0.19403 -2.31956
H -0.89659 4.65425 -1.74767
C 4.07494 1.39195 -4.00586
C -0.81731 5.39468 7.71374
C -5.07806 -1.81977 1.63007
H -5.78132 -4.90633 0.38829
C -0.21160 0.95413 2.04710
H -0.38805 1.73380 1.31031
H 3.38904 3.22418 -2.80409
C 0.25223 -1.04637 3.93397
H 1.10040 3.25548 -2.91288
C -5.31989 -1.74327 -0.77218
H -4.85959 -0.03007 0.45075
C 6.07181 -0.20102 -2.95632
C -1.41160 6.05413 5.46710
H 8.01343 -0.45257 -1.61704
H 0.43701 -1.82628 4.66865
C 2.07333 1.36232 -2.09781
H -1.16283 0.48613 -4.41115
H 7.29406 1.30323 -1.57331
H -5.78175 -3.61626 -1.73154
H 6.11789 0.98270 -4.94107
S -0.63726 3.62695 -0.80310
C -0.73815 -6.45569 -1.43778
C -5.06575 -1.09671 0.43760
C 0.42668 -6.95808 -2.01706
C -5.33564 -3.19026 1.61294
H 2.05594 1.47671 -0.91172
C -1.31612 3.71244 6.05287
H -4.88589 -1.31498 2.57368
H -0.95448 7.44066 7.05157
H -2.95823 0.17529 -3.93120
C -1.05234 6.39557 6.77061
B -0.50291 1.95301 -1.72514
H -1.42303 2.66773 5.77442
H 0.24552 2.34066 3.63157
I -3.02754 3.15665 -3.38068
C -5.58119 -3.11302 -0.78898
C -1.85949 0.28821 -3.47870
H -1.75524 -4.70082 -0.71084
H -1.58805 6.83380 4.73031
C 0.21142 -4.23463 -1.45680

Entry 3:
49
Properties=species:S:1:pos:R:3 method="wB97M-V/def2-TZVPD" gap_ev=9.187 e_lumo_ev=0.604 total_charge=0 e_above_lowest_kcal_mol=7.2
C -1.07369 -1.50431 -0.84689
C 0.29284 -1.49709 -1.14380
C 0.83456 2.06068 -2.37412
H -4.88715 -2.22352 0.71342
H 1.96830 -0.39938 -1.83389
H -3.49446 -1.18763 1.05860
N -1.66202 -2.64766 -0.31495
H -1.98714 -3.77147 3.44705
C 1.85962 1.77683 -3.49862
H -3.47787 -2.38340 -1.26640
C 1.60496 2.71646 -1.18972
F 3.02724 1.29735 -3.05203
H 3.11632 5.50674 -1.06109
S -0.87051 -3.57837 0.85742
H 2.48924 4.52119 0.29929
H -0.54917 2.68515 -3.60120
H 4.99989 4.47067 0.21139
C -3.10208 -2.81241 -0.33486
C -1.80743 -0.34816 -1.11952
H 0.87290 -2.38509 -0.96017
O 1.57309 2.29219 -0.06939
C 0.06032 -0.51032 3.33218
C -0.75314 -2.49348 2.28437
H -0.56970 -0.20674 5.35415
H 4.91531 3.79237 -1.42220
H -1.87942 -2.29489 5.45292
H 4.30099 2.86599 -0.04658
H -1.77300 1.66738 -1.80403
O 0.45142 -3.89776 0.41279
C 4.40503 3.86402 -0.46512
C 0.17223 0.78437 -1.89514
C -0.62029 -0.85225 4.49004
O 2.26039 3.77310 -1.61157
C 3.03583 4.49988 -0.64843
C -1.35910 -2.02368 4.54690
O -0.06999 3.02806 -2.83471
C 0.00151 -1.33754 2.22179
H -2.86558 -0.30294 -0.92380
H -3.59091 -2.80174 1.76155
O -1.74856 -4.66571 1.16965
C -1.42795 -2.84891 3.43662
C -1.18900 0.77542 -1.63251
H -3.28223 -3.88860 -0.35361
H 0.64038 0.39834 3.28662
H 0.53766 -1.08785 1.32124
F 2.14229 2.87390 -4.20540
C -3.81231 -2.21195 0.87721
F 1.38277 0.88112 -4.38181
C 0.90763 -0.36837 -1.64362